{"formula": "C3H6N2OS", "method": "ωB97M-V with the def2-TZVPD basis set", "e_homo_ev": -8.59, "gap_ev": 8.607, "de_lowest_kj_mol": 924.3, "species": ["C", "H", "H", "S", "H", "H", "C", "H", "O", "N", "C", "N", "H"], "xyz": [[-1.84481, -0.01154, 0.51374], [2.65602, -1.43257, -0.19913], [2.92958, 0.49318, -1.37631], [0.84913, 0.33664, 0.71610], [-2.75849, -0.03678, -0.13117], [-2.79165, 1.16731, 2.43895], [2.09849, -0.31440, -0.78658], [-2.14392, -0.93537, 1.25798], [1.02094, -0.91368, -1.62307], [-2.04828, 1.33630, 1.30961], [-0.64555, -0.22841, -0.08124], [-0.31469, -0.71735, -1.30703], [-0.75323, 1.66083, 1.64309]]}

***

{"formula": "C5H12NO3", "method": "ωB97M-V with the def2-TZVPD basis set", "e_homo_ev": -14.80, "gap_ev": 11.579, "total_charge": 1, "de_lowest_kj_mol": 52.1, "species": ["H", "H", "H", "C", "N", "C", "H", "H", "C", "O", "H", "O", "H", "H", "O", "C", "H", "H", "C", "H", "H"], "xyz": [[4.31727, 1.47019, -0.45961], [2.13230, -2.55115, 0.27738], [-3.91721, 2.26254, -0.15998], [2.88577, 0.06357, 0.57330], [1.36439, -1.80295, 0.20948], [-3.33971, 0.05720, -0.29111], [0.53758, -2.26273, -0.14143], [-4.25940, -1.51331, -0.90720], [-3.61379, 1.29308, 0.48442], [-4.46781, -0.62216, -0.60816], [-0.57179, -0.24278, -0.19031], [-2.25303, -0.48866, -0.50526], [2.89693, 0.88825, 1.16811], [3.95397, -0.05945, -1.30126], [0.45955, 0.19885, -0.01076], [1.49067, -0.51188, 0.31336], [3.56430, -0.66631, 1.15807], [-2.79446, 1.48112, 1.18028], [3.49428, 0.78781, -0.67440], [-4.50076, 1.02017, 1.06935], [2.62096, 1.19862, -1.18427]]}

***

{"formula": "C48H128B2F8N8O16", "method": "ωB97M-V with the def2-TZVPD basis set", "e_homo_ev": -14.87, "gap_ev": 7.399, "total_charge": 6, "de_lowest_kj_mol": 92.8, "species": ["H", "H", "C", "F", "H", "H", "O", "C", "H", "H", "H", "H", "H", "H", "O", "H", "H", "F", "C", "H", "O", "H", "H", "H", "H", "H", "O", "N", "O", "C", "O", "C", "H", "H", "H", "C", "H", "H", "C", "H", "C", "C", "C", "C", "H", "H", "H", "H", "H", "H", "H", "C", "N", "H", "H", "O", "H", "C", "O", "H", "H", "H", "C", "C", "C", "H", "C", "H", "H", "O", "O", "H", "H", "C", "H", "H", "H", "H", "H", "H", "H", "C", "C", "H", "H", "C", "C", "H", "H", "C", "H", "H", "H", "C", "H", "H", "H", "C", "O", "C", "H", "C", "H", "H", "H", "H", "O", "N", "F", "H", "B", "H", "H", "H", "O", "H", "C", "H", "F", "H", "H", "C", "H", "N", "H", "H", "C", "H", "H", "H", "H", "H", "H", "C", "H", "H", "H", "C", "H", "O", "C", "F", "H", "H", "H", "N", "C", "H", "O", "H", "H", "H", "N", "H", "H", "C", "H", "C", "H", "C", "H", "H", "H", "C", "C", "C", "N", "H", "H", "H", "F", "H", "H", "H", "H", "H", "O", "N", "H", "H", "C", "H", "H", "H", "C", "C", "H", "H", "H", "H", "F", "H", "H", "C", "F", "H", "H", "H", "H", "H", "H", "C", "C", "B", "C", "C", "H", "H", "H", "H"], "xyz": [[-2.64481, 6.50773, 5.08870], [-8.20686, -0.65103, -4.43851], [6.56585, 9.77745, -3.92679], [-0.96587, 0.17557, -0.28435], [2.48568, -4.43292, 12.12542], [1.06310, -6.16174, 11.22773], [-7.75842, -3.14099, 2.11770], [1.59808, -5.63977, 10.43435], [5.43230, 13.15737, -1.95162], [3.51892, -5.94277, 8.19559], [14.26930, -7.86084, 4.56580], [-2.11466, 1.62295, -11.37894], [-10.13511, -0.22275, -2.52175], [-4.45938, -2.60013, -15.34479], [-6.96481, 10.48183, -3.52027], [-7.18752, 0.23359, -3.40578], [11.13939, -6.42023, 3.81117], [-2.94400, 0.49527, 0.68256], [9.32351, -7.11626, 2.77587], [5.93509, 8.88860, -3.94091], [-1.96356, -8.75570, -3.10864], [6.00652, 13.82105, -3.66705], [-0.49919, -11.87929, -4.86234], [6.91825, -9.33013, 11.05648], [-8.94042, 0.68713, -1.57579], [-3.49541, -7.45539, -2.54953], [0.92361, 5.53675, 6.71964], [-1.93067, -1.25999, -13.22199], [1.88936, -11.98264, -4.98714], [2.30438, 5.66488, 6.57778], [8.17768, -5.06465, 2.70944], [9.94256, -7.40635, 5.22055], [-4.12997, 1.15217, -15.52335], [7.34094, -3.30281, 2.16190], [-2.06897, 10.02396, -0.64439], [7.67209, 9.06023, -1.61930], [1.14327, -13.19501, -3.42280], [-4.21552, 6.62668, -3.19322], [4.84625, -5.69900, 12.66917], [-2.11742, -1.38746, -15.28965], [-2.42223, 0.19986, -12.97632], [5.75617, -6.89775, 13.07134], [6.17755, 13.27735, -2.73794], [-2.02007, 6.28598, 5.95394], [3.40970, -4.37730, 10.54825], [5.36077, 11.43481, -4.27993], [-3.96231, 8.67038, 5.33659], [6.26064, 8.30444, -0.12651], [-9.36854, -2.77697, 3.45231], [8.53538, 8.58836, -1.15009], [6.28017, -4.72541, 1.84167], [-2.55357, -1.92601, -14.44832], [-0.67053, -10.88624, -4.79448], [0.99958, 3.60378, 7.44870], [-7.26893, 7.47749, -3.54159], [-8.19505, -1.16652, -2.39967], [-5.59043, 0.34194, -16.17248], [-4.08470, 7.66524, -3.49719], [-3.34183, 9.77900, -2.38499], [10.05846, -6.82001, 6.13207], [-3.46357, 6.15580, 7.61561], [0.66044, 3.66898, 5.74995], [2.43884, -6.08570, 8.22861], [2.80260, -4.97074, 11.23188], [1.98801, -13.13864, -4.10933], [13.07195, -8.20472, 3.46454], [0.39286, -10.53249, -3.72599], [4.29311, -5.26824, 13.50379], [-6.04190, -2.93548, 3.33859], [-3.15369, 8.19791, 7.19380], [6.38794, 7.07526, -1.81165], [-1.18448, 3.00294, 7.00048], [-7.98032, -1.72266, 0.06664], [-2.52988, -9.35774, -4.28217], [2.11336, -6.78002, 7.45395], [7.48297, -8.80245, 12.61284], [2.06189, -14.00973, -4.76035], [5.08461, 5.44455, -2.36110], [2.66972, 5.26039, 5.63384], [-8.94248, 10.45893, -4.34484], [-7.76180, 9.34312, -5.04945], [5.07096, 6.45084, -1.94243], [-1.03820, 4.08301, 7.01323], [-3.61978, -9.36138, -4.29647], [8.55084, 10.12650, -3.05690], [-0.84625, 0.34113, -9.62987], [1.78560, -10.63858, -4.39875], [0.30638, -9.49606, -3.39977], [0.18086, -11.23703, -2.92177], [-1.56212, 0.79992, -11.83216], [6.73908, -6.54003, 13.37798], [-5.12542, 7.88170, 6.55096], [-10.58018, -0.20735, -0.20932], [-4.26558, 8.52774, 6.37378], [-3.75907, 10.24724, -0.44340], [-1.95803, 6.83166, 8.03911], [-0.92465, -1.22847, -13.30588], [6.35264, 8.34787, -1.21175], [6.81998, 12.05786, -3.09277], [-2.43865, -7.48929, -2.81454], [-4.67983, 9.46623, 6.74221], [-6.79849, -3.68715, 3.11349], [1.96185, -9.86998, -5.15128], [-1.19847, 4.38803, 8.04733], [-1.24243, 1.25409, -9.18528], [-0.61583, 1.17309, -12.22383], [-4.73776, -0.64643, -14.65933], [3.69633, -6.10257, 11.69239], [-10.11431, 4.27161, 3.01257], [-1.86235, -7.02040, -2.01696], [-1.63146, 0.71114, 0.78303], [-5.38679, 9.28987, -4.01307], [-8.09569, 9.51351, -2.17553], [-10.40231, -1.77239, -0.92100], [12.31006, -7.81100, 5.34759], [3.14478, -6.86143, 12.06657], [-9.22810, -0.30527, -1.92290], [8.35589, 8.64227, -3.61058], [-8.83279, 6.03785, 2.89014], [5.90111, -9.64123, 12.52931], [4.59865, 7.00403, -2.75423], [11.05693, -8.49911, 5.26826], [-10.21804, -0.97776, 2.01380], [7.86998, 9.38376, -3.12666], [4.12752, -6.61689, 10.93763], [2.54802, 6.72686, 6.60853], [-7.88899, 10.32304, -4.58937], [-1.08285, 6.80200, 5.74545], [-2.34926, -11.39540, -3.55396], [10.99147, -9.06172, 4.33697], [-1.47510, 4.57297, 5.01460], [-3.97396, 8.18332, -1.36804], [0.23672, 0.37845, -9.74756], [13.32177, -8.39652, 4.50804], [6.57654, -4.23567, 3.52080], [-0.94867, -0.44862, -8.88562], [7.67852, 10.11176, -1.33234], [-2.95652, 10.37706, -1.16944], [-8.31819, -0.31337, 0.72721], [-1.35228, -0.17679, -10.81575], [6.57961, -8.95517, 12.02231], [-7.87471, 4.07486, 2.89473], [5.46121, -4.92344, 12.21264], [-10.22970, -2.49722, 1.32121], [2.64405, -10.57836, -3.72978], [-1.88075, 4.79178, 5.91331], [-4.57598, 0.19712, -15.80097], [-6.75382, -1.45441, -3.80015], [1.92266, -6.58568, 9.42188], [6.93319, 13.90653, -2.26756], [-7.56931, 11.04641, -5.33947], [-5.73363, 7.94636, -4.74758], [-5.42154, 8.29342, -3.85190], [10.88807, -9.26268, 6.02756], [-2.05884, -2.89572, -14.39349], [-2.69131, 6.82291, 7.23268], [-2.00754, -1.82489, -12.38828], [5.91308, 11.06100, -3.41778], [-6.31447, 7.40216, -2.07880], [-9.52322, -1.74030, 1.66191], [-2.20344, -6.82195, -3.64365], [4.49552, 6.62288, -1.03284], [-8.15361, -1.46126, 3.29371], [-9.84724, -0.86775, -0.67276], [-2.17873, -10.77552, -4.43416], [7.95341, -6.41255, 2.61877], [-8.75225, -1.16714, 0.40666], [0.97494, -4.84721, 10.02003], [-4.45613, -2.32930, -13.57810], [-6.47246, 9.66029, -1.64383], [-1.13523, 0.10400, 1.87950], [9.92762, -6.87192, 1.90211], [-3.43364, 0.13121, -12.57577], [7.46753, -6.65351, 1.67328], [-3.46872, 7.67973, -4.39633], [5.28824, -7.31543, 13.96278], [5.94240, -7.70145, 11.86817], [10.15838, -6.60162, 3.96860], [-7.21661, -4.07935, 4.04057], [-3.98154, -0.33602, -16.54294], [-7.06840, 9.47851, -2.53821], [-6.18430, -4.48803, 2.70184], [2.92230, 5.17919, 7.33301], [-2.47274, 7.82326, -2.14367], [7.00589, -4.27635, 2.51975], [-6.59235, 8.05182, -2.90876], [7.24774, -6.66817, 3.40921], [-2.74177, -11.20092, -5.26489], [6.96312, 10.05791, -4.90230], [13.45221, -9.42338, 4.84955], [-1.32575, 2.09206, 0.87005], [9.85214, -5.65516, 4.14335], [-2.44289, 0.64396, -13.97154], [-8.65942, -2.28356, 2.78764], [-8.82683, 4.90151, 4.77839], [-0.42134, -10.51966, -5.70202], [5.30130, 10.88812, -2.53238], [-2.89013, 11.45856, -1.28788], [5.48001, 8.96326, -1.43064], [8.91134, -7.75686, 5.26364], [-2.15558, -8.74044, -5.09884], [-3.40352, 8.37458, -2.27696], [-7.57167, -0.77455, -3.56137], [-8.89612, 4.80422, 3.42674], [0.49298, 4.19794, 6.68817], [-4.11024, -1.95243, -14.54061], [-2.83276, 4.45525, 5.93610], [2.98351, -13.15755, -3.66579], [9.32820, -8.19849, 2.90571], [1.86156, -5.18096, 8.03808]]}

***

{"formula": "C20H45Cl6CuN4O5Pd", "method": "ωB97M-V with the def2-TZVPD basis set", "e_homo_ev": [-13.06, -13.06], "gap_ev": [6.326, 3.253], "total_charge": 2, "spin_multiplicity": 5, "s2": 6.01, "species": ["H", "C", "Cl", "C", "H", "Pd", "Cl", "H", "H", "N", "H", "H", "H", "H", "H", "Cl", "N", "C", "O", "H", "H", "H", "C", "H", "C", "C", "C", "H", "H", "H", "H", "C", "O", "H", "Cl", "C", "C", "C", "H", "H", "N", "H", "H", "C", "C", "Cu", "H", "H", "C", "H", "C", "H", "O", "C", "O", "H", "H", "N", "C", "H", "H", "H", "H", "H", "H", "H", "H", "O", "Cl", "H", "H", "H", "Cl", "H", "C", "C", "C", "H", "H", "H", "H", "H"], "xyz": [[-3.52837, 0.77324, 1.46067], [-0.20008, 0.18482, -1.84138], [3.28046, -3.66350, -0.21040], [-1.13333, -3.59000, -2.99402], [1.10965, 5.72988, 1.04272], [-3.13102, -0.84311, -2.72467], [1.39394, 3.03540, 4.75349], [0.22467, 1.15961, -1.60165], [0.24302, 0.81164, 2.96489], [-5.09548, -1.60655, 0.96623], [-1.52179, 1.73923, 1.93747], [4.03237, -1.35407, 1.66083], [1.28406, 6.85410, -0.19842], [0.88979, -3.74027, -0.14234], [0.38349, -4.61894, 2.00510], [1.10632, -2.35151, 2.11479], [4.44857, 0.58178, 1.02240], [-5.41076, -2.01665, 2.35389], [-1.22071, 0.41867, -2.69956], [1.63389, 0.64110, 4.84501], [2.17843, -4.47288, 2.40751], [-3.16522, -2.31424, 1.19910], [0.73226, 5.94567, 0.04317], [1.90401, -4.36515, -3.47752], [-0.51583, -0.46602, -0.51784], [1.29569, 1.05336, 2.81807], [0.30112, -2.38783, -4.64646], [2.98488, 1.38283, 4.11782], [1.69973, 0.11937, 2.42754], [0.65907, -0.32220, -2.28058], [2.09683, 3.26718, -1.42182], [1.89639, 1.43376, 4.14439], [-0.33958, 3.85001, -2.58240], [-0.53216, -1.68527, -4.63294], [1.52492, 2.34313, 1.53164], [0.93245, -4.68969, -3.85015], [2.13629, 4.32744, -1.17205], [-3.60682, 1.86013, 1.48554], [1.23147, -1.92373, -4.31912], [-4.65071, -2.62032, 2.84989], [0.83090, 4.92735, -0.99141], [2.61564, 4.31067, -0.19326], [-1.28906, 0.09307, 0.00907], [4.86990, 1.81794, 1.21590], [4.03523, 0.13474, -0.27253], [-0.82047, 2.15263, -4.07295], [-5.81262, 0.25069, 0.65339], [-6.35688, -2.55769, 2.33887], [4.58915, -0.49352, 2.03171], [4.01428, 0.89340, -1.05491], [-3.85338, -1.90982, 0.44077], [-0.25605, 6.29477, 0.34232], [4.94387, 2.68647, 0.34340], [-2.16671, 2.40371, 1.36247], [-1.97623, -2.67044, -3.00655], [-0.84876, -1.50085, -0.59779], [4.16465, -0.33781, 3.02350], [-0.04767, -3.54940, -3.82796], [1.33785, -4.13283, 1.80261], [-1.79806, 2.39230, 0.33676], [2.82135, 4.93605, -1.76227], [4.70042, -0.69553, -0.50972], [0.35528, -0.40913, 0.13485], [-1.12285, -4.44429, -2.29956], [0.55961, -2.70774, -5.65588], [0.73878, -5.60716, -3.29442], [1.02424, -4.94533, -4.90576], [-3.51416, -1.52178, -0.68851], [-2.12316, 4.08705, 1.95249], [3.01750, -0.25557, -0.27543], [5.62472, -0.81443, 1.91894], [-5.81908, -0.81086, -0.80953], [-4.32588, 1.99771, 3.19825], [-1.10542, 5.29498, -1.31896], [1.68904, -4.30260, 0.34045], [-0.29791, 4.63136, -1.66499], [-6.01574, -0.74558, 0.26060], [-6.99282, -1.08682, 0.60259], [5.23765, 1.97607, 2.24154], [-4.31104, 2.25350, 0.75243], [-5.49423, -1.17244, 3.03832], [1.62620, -5.34325, 0.02231]]}